The following is a DFT calculation (ωB97M-V/def2-TZVPD) of the ion C5H7N4O with charge +1.

Cartesian coordinates (Å):
C 1.1386 -1.2351 0.4201
C 1.5039 -0.0272 -0.2841
C -0.9119 -1.0070 -0.3502
C -0.2842 1.3814 0.6460
C -1.5878 1.0734 0.5154
N 0.8517 1.0254 0.0426
N -0.1246 -1.4243 0.6772
N -1.8405 -0.1188 -0.1542
N 2.5749 -0.0625 -1.0693
O -3.0721 -0.2989 -0.8302
H 1.9301 -1.8808 0.7308
H -0.1245 2.4181 1.2375
H -2.4353 1.7006 0.6385
H -0.4746 -1.8381 1.6056
H 3.0403 -0.9342 -1.0801
H 3.0686 0.6732 -1.5181
H -3.2527 0.5546 -1.2273

Calculated values
- Relative energy (zero: lowest compared OMol25 entry of this formula, charge and spin): 604.2 kJ/mol
- Total charge: +1
- F_max: 0.1035 hartree/bohr
- Kohn-Sham gap (alpha / beta): 7.48 / 7.48 eV
- E_HOMO (alpha / beta): -12.876 / -12.875 eV

***

The following is a DFT calculation (ωB97M-V/def2-TZVPD) of a cluster of 16 separate species, C3H38NO16S in total.

Cartesian coordinates (Å):
O -3.3764 2.2173 1.3542
C -2.7188 2.2928 0.2693
C -2.0055 1.0484 -0.2006
C -0.5140 1.2796 -0.3041
S 0.3927 0.4736 -1.6851
N -2.2267 0.0232 0.9359
H -2.8196 3.1737 -0.3853
H -2.4357 0.6039 -1.1403
H -0.0660 0.9752 0.6635
H -0.2160 2.3570 -0.3153
H 0.8241 -0.6972 -1.1452
H -3.1556 -0.3758 0.7164
H -2.1823 0.3271 1.9135
H -1.5053 -0.6792 0.8233
H 3.3369 0.2360 -0.0559
H 4.1901 -1.0518 0.2977
O 3.3117 -0.7109 0.1247
H 1.1037 -0.1273 2.2369
H 0.3400 -1.3435 1.6422
O 0.2298 -0.5344 2.1571
H -0.9854 -4.2471 -1.7908
H -2.1673 -4.8929 -1.0583
O -1.7061 -4.0500 -1.1842
H 2.0763 -3.8363 -0.7882
H 1.3119 -3.2381 -1.9600
O 1.2243 -3.8986 -1.2434
H 1.0245 3.4018 -0.6272
H 1.8981 4.5202 -0.0259
O 1.8631 3.8900 -0.7602
H 0.4531 -2.9326 0.2326
H -1.0039 -3.5435 0.4265
O -0.2932 -3.0191 0.8643
H 3.4012 0.8883 2.9563
H 3.2984 2.0580 1.9527
O 2.7901 1.3245 2.3483
H -4.0501 -2.8071 -0.0359
H -3.2169 -2.2999 -1.2671
O -3.7064 -2.0329 -0.4849
H 3.0432 3.8814 2.6207
H 1.5791 4.3040 2.7197
O 2.3045 4.1961 2.0945
H 4.7352 3.1050 -0.0845
H 3.1658 3.0407 -0.1184
O 3.9837 2.6725 0.3256
H -1.2452 -2.6659 -4.2503
H -0.8598 -1.1911 -3.8021
O -0.5457 -2.1042 -3.9127
H -1.5297 3.1693 -3.7384
H -1.7982 4.5771 -2.8702
O -1.3425 3.7520 -3.0050
H 2.9148 -2.7906 -3.9176
H 1.8014 -1.9236 -3.2504
O 2.7456 -2.1223 -3.2471
H -1.7707 1.6811 4.2725
H -0.9740 0.3453 4.3590
O -1.4002 0.9603 3.7566
H -1.8758 -2.8540 1.8481
H -3.0143 -2.5587 2.7897
O -2.6359 -2.2467 1.9530

Calculated values
- Multiplicity: 2
- Relative energy (zero: lowest compared OMol25 entry of this formula, charge and spin): 0.0 kJ/mol
- ⟨S²⟩: 0.75
- F_max: 0.0472 hartree/bohr
- Kohn-Sham gap (alpha / beta): 2.96 / 6.66 eV
- E_HOMO (alpha / beta): -3.110 / -6.821 eV

***

The following is a DFT calculation (ωB97M-V/def2-TZVPD) of a structure of composition C6H8CsO6.

Cartesian coordinates (Å):
O -2.2909 -0.7864 -1.3083
C -2.8810 -1.3667 -0.1911
O -3.8898 -0.8391 0.2884
O -2.2630 -2.3955 0.1823
C -2.2367 0.6357 -1.4403
H -3.0376 0.9892 -2.1113
H -2.3795 1.0879 -0.4475
C -0.8484 0.9841 -1.9878
H -0.8240 0.6399 -3.0511
H -0.8433 2.0970 -2.0871
O 0.1781 0.4917 -1.2163
Cs 0.4322 -2.3983 -0.7399
O 2.5988 2.8282 1.2076
C 1.6022 3.4163 0.5819
C 2.2169 2.3243 2.5281
O 0.6141 3.5993 1.4366
C 0.7752 2.7917 2.6417
H 2.8873 2.7956 3.2550
H 2.3472 1.2278 2.5073
H 0.5783 3.4390 3.5015
H 0.0324 1.9854 2.5917

Calculated values
- Relative energy (zero: lowest compared OMol25 entry of this formula, charge and spin): 104.3 kJ/mol
- Total charge: -1
- F_max: 0.0231 hartree/bohr
- Kohn-Sham gap: 5.00 eV
- E_HOMO: -3.256 eV

***

The following is a DFT calculation (ωB97M-V/def2-TZVPD) of a cluster of 2 separate species, C49H48N3Si in total.

Cartesian coordinates (Å):
C -5.3074 -1.4454 -5.8410
N -4.8200 -1.7113 -4.4932
C -5.3866 -2.8300 -3.8213
C -5.2154 -4.1032 -4.3880
C -5.8044 -5.2218 -3.8054
C -6.6001 -5.0789 -2.6619
C -6.7831 -3.8117 -2.0944
C -6.1604 -2.6898 -2.6522
C -3.6247 -1.1441 -4.0587
C -3.4497 -0.8433 -2.6774
C -2.2252 -0.4004 -2.2214
C -1.0705 -0.4209 -3.0673
C 0.1909 -0.1334 -2.4946
C 1.4481 -0.5556 -2.9998
C 2.6283 0.1741 -2.6617
C 3.8600 -0.1856 -3.1612
C 4.0034 -1.3570 -3.9351
N 5.2819 -1.7409 -4.4121
C 5.6718 -1.2994 -5.7483
C 5.8922 -2.9069 -3.8858
C 5.7280 -4.1415 -4.5210
C 6.2227 -5.2998 -3.9239
C 6.9502 -5.2247 -2.7309
C 7.1735 -3.9802 -2.1252
C 6.6348 -2.8243 -2.6883
C 2.8645 -2.1374 -4.2134
C 1.6128 -1.7391 -3.7823
C -1.2695 -0.7197 -4.4569
C -2.5442 -0.9506 -4.9534
H -5.2107 -0.3742 -6.0511
H -4.7636 -2.0125 -6.6089
H -6.3653 -1.7273 -5.8795
H -4.5982 -4.1883 -5.2850
H -5.6391 -6.2006 -4.2554
H -7.0809 -5.9538 -2.2181
H -7.4169 -3.6967 -1.2099
H -6.2927 -1.6981 -2.2108
H -4.2956 -0.9517 -1.9998
H -2.1174 -0.0989 -1.1737
H 0.1991 0.4552 -1.5769
H 2.5317 1.0494 -2.0182
H 4.7581 0.4002 -2.9344
H 6.7670 -1.2729 -5.8052
H 5.2955 -1.9723 -6.5304
H 5.2677 -0.2962 -5.9144
H 5.1821 -4.1742 -5.4671
H 6.0394 -6.2609 -4.4039
H 7.3569 -6.1291 -2.2758
H 7.7716 -3.9086 -1.2126
H 6.7941 -1.8409 -2.2362
H 2.9957 -3.0591 -4.7766
H 0.7419 -2.3538 -4.0112
H -0.4097 -0.7635 -5.1258
H -2.7043 -1.0849 -6.0286
C 1.7105 4.0126 0.4995
C 1.3771 5.0065 1.4255
C 0.7304 4.6770 2.6270
C 0.4381 3.3340 2.9177
Si -0.3855 2.7343 4.4798
C -0.5969 4.0847 5.7565
C -1.8758 4.4508 6.2165
C -2.0206 5.4731 7.1619
C -0.8989 6.1460 7.6533
C 0.3711 5.7870 7.2003
C 0.5259 4.7668 6.2538
C -2.0683 2.0703 4.0594
C -2.7589 2.5229 2.9287
C -3.9936 1.9518 2.5921
C -4.5398 0.9351 3.3823
C -3.8539 0.4938 4.5176
C -2.6305 1.0729 4.8687
C 0.5765 1.1827 5.0842
C 1.9649 1.4756 5.6883
C 2.8944 0.3376 5.1980
C 2.0442 -0.5500 4.2752
N 0.8070 0.1920 4.0689
C 0.7785 2.3490 1.9828
C 1.4029 2.6798 0.7802
H 2.1979 4.2710 -0.4404
H 1.6171 6.0483 1.2064
H 0.4504 5.4605 3.3379
H -2.7583 3.9335 5.8272
H -3.0147 5.7489 7.5119
H -1.0152 6.9508 8.3776
H 1.2510 6.3060 7.5752
H 1.5217 4.4961 5.8894
H -2.3304 3.3160 2.3105
H -4.5298 2.3035 1.7096
H -5.4995 0.4898 3.1199
H -4.2642 -0.3004 5.1410
H -2.1068 0.7417 5.7694
H -0.1068 0.8368 5.8825
H 2.3188 2.4553 5.3386
H 1.8817 1.5048 6.7824
H 3.7252 0.7606 4.6222
H 3.2935 -0.2464 6.0337
H 2.5604 -0.7080 3.3202
H 1.8556 -1.5501 4.7086
H 0.0136 -0.3549 3.7434
H 0.5847 1.2996 2.2219
H 1.6472 1.8868 0.0781

Calculated values
- Relative energy (zero: lowest compared OMol25 entry of this formula, charge and spin): 0.0 kJ/mol
- Total charge: +1
- F_max: 0.0300 hartree/bohr
- Kohn-Sham gap: 4.41 eV
- E_HOMO: -9.386 eV

***

> Which of these has the lowest F_max?

C6H8CsO6